Molecular formula: C6H6NO2
Method: DFT, ωB97M-V/def2-TZVPD

Each line ends with the Löwdin charge.
Geometry (Å):
C: 3.114 -1.113 -0.241  0.061
C: 1.916 -0.814 -0.025  0.094
C: 4.279 -0.195 0.081  -0.346
C: 0.631 -0.608 0.267  -0.026
C: -0.370 0.272 -0.206  0.037
C: -1.659 0.450 0.401  -0.019
N: 4.037 1.167 -0.433  0.087
O: 5.348 -0.533 0.502  0.212
O: 3.046 1.814 -0.225  0.102
H: 3.493 -2.071 -0.660  0.186
H: 0.230 -0.871 1.249  0.138
H: -0.104 0.820 -1.118  0.150
H: -2.472 0.220 -0.209  0.105
H: -1.786 1.448 0.566  0.086
H: -1.800 -0.131 1.349  0.132

Output
Orbital gap (alpha / beta)   6.587 / 6.532 eV
ΔE to the lowest compared entry with this formula, charge and spin   106.4 kcal/mol
E_HOMO (alpha / beta)   -13.71 / -13.64 eV
Molar mass   124.12 u
Total charge   +1